Record 1
123
Properties=species:S:1:pos:R:3 method="wB97M-V/def2-TZVPD" smiles="CCOCCOCCOCc1ccc2c(c1)C(=O)c1cc(CCCS)cc(CCOC=O)c1C2=O.CCOC(C)=O.CCOC(C)=O.CCOC(C)=O.CCOC(C)=O" homo_lumo_gap_ev=8.7 energy_ev=-87174.62659
C 5.615 -4.687 -1.380
C 5.620 -3.264 -2.021
O 4.268 -2.891 -2.262
C 4.037 -1.495 -2.194
C 3.781 -0.874 -3.589
O 4.270 0.453 -3.740
C 3.812 1.292 -2.696
C 3.930 2.786 -3.085
O 4.287 3.529 -1.936
C 3.200 4.260 -1.402
C 2.223 3.373 -0.629
C 2.683 2.388 0.204
C 1.804 1.559 0.867
C 0.465 1.757 0.663
C -0.005 2.766 -0.146
C 0.876 3.597 -0.803
C -1.500 2.888 -0.307
O -2.097 3.951 -0.296
C -2.202 1.557 -0.437
C -3.217 1.389 -1.337
C -3.781 0.128 -1.433
C -4.888 -0.149 -2.447
C -4.622 0.647 -3.756
C -5.005 -0.162 -5.032
S -3.859 0.101 -6.420
C -3.318 -0.882 -0.631
C -2.296 -0.709 0.278
C -1.801 -1.875 1.107
C -0.612 -2.639 0.431
O -0.219 -1.892 -0.741
C 0.004 -2.680 -1.835
O -0.114 -2.222 -2.945
C -1.731 0.543 0.373
C -0.579 0.874 1.298
O -0.527 0.491 2.452
H 4.598 -4.880 -1.027
H 6.270 -4.658 -0.505
H 5.958 -5.426 -2.111
H 6.173 -3.302 -2.969
H 6.136 -2.600 -1.318
H 3.113 -1.365 -1.610
H 4.811 -0.966 -1.626
H 2.686 -0.830 -3.729
H 4.158 -1.520 -4.384
H 2.775 1.026 -2.438
H 4.461 1.170 -1.818
H 4.709 2.839 -3.854
H 2.980 3.100 -3.535
H 2.635 4.703 -2.234
H 3.559 5.031 -0.707
H 3.741 2.219 0.375
H 2.144 0.767 1.526
H 0.487 4.378 -1.449
H -3.546 2.217 -1.955
H -5.878 0.057 -2.034
H -4.794 -1.203 -2.730
H -5.142 1.610 -3.747
H -3.559 0.874 -3.867
H -5.997 0.157 -5.361
H -5.050 -1.232 -4.818
H -2.620 0.031 -5.888
H -3.766 -1.866 -0.754
H -1.515 -1.547 2.105
H -2.640 -2.565 1.250
H 0.229 -2.757 1.121
H -0.954 -3.642 0.157
H 0.312 -3.718 -1.618
C 4.654 -10.630 -0.454
C 4.741 -10.026 -1.840
O 5.266 -8.697 -1.804
C 6.581 -8.412 -1.781
C 7.574 -9.521 -1.527
O 6.935 -7.271 -1.898
H 5.637 -10.721 0.009
H 4.200 -11.621 -0.496
H 4.052 -9.995 0.197
H 5.311 -10.649 -2.532
H 3.740 -9.935 -2.259
H 7.821 -9.536 -0.466
H 8.474 -9.311 -2.101
H 7.229 -10.507 -1.830
C -6.008 5.663 2.189
C -5.917 4.806 3.435
O -6.009 3.414 3.124
C -4.957 2.670 2.735
C -3.665 3.344 2.353
O -5.083 1.479 2.630
H -5.184 5.465 1.502
H -5.992 6.722 2.449
H -6.932 5.447 1.650
H -5.019 5.015 4.019
H -6.765 5.019 4.085
H -3.646 3.475 1.274
H -2.842 2.696 2.651
H -3.498 4.305 2.835
C 3.745 9.591 2.322
C 2.782 8.666 1.607
O 3.426 7.460 1.185
C 3.600 6.388 1.980
C 3.347 6.515 3.462
O 4.018 5.369 1.503
H 4.136 9.139 3.234
H 3.252 10.527 2.586
H 4.600 9.812 1.683
H 1.896 8.444 2.203
H 2.430 9.145 0.695
H 4.292 6.718 3.965
H 2.947 5.569 3.822
H 2.625 7.284 3.728
C -6.393 -0.661 3.970
C -7.283 -1.608 3.195
O -6.542 -2.721 2.676
C -6.265 -3.829 3.381
C -6.512 -3.837 4.871
O -5.765 -4.771 2.826
H -5.953 -1.148 4.844
H -6.957 0.208 4.308
H -5.572 -0.322 3.347
H -8.141 -1.952 3.776
H -7.686 -1.093 2.324
H -5.583 -3.590 5.383
H -6.823 -4.839 5.159
H -7.294 -3.157 5.197

---

Record 2
13
Properties=species:S:1:pos:R:3 method="wB97M-V/def2-TZVPD" homo_lumo_gap_ev="6.9 / 9.2" charge=+1 relative_energy_kcal_mol=95.2 energy_ev=-14851.26955
C -0.774 -1.514 -0.244
C -1.630 -0.819 0.690
C 1.906 2.814 -0.154
N -0.660 -0.069 -0.181
O 1.518 1.728 -0.401
I 2.623 -0.489 -0.214
H 0.037 -1.991 0.237
H -0.897 -1.979 -1.195
H -2.729 -0.655 0.454
H -1.351 -1.012 1.674
H 0.313 0.205 -0.004
H 2.604 3.351 0.322
H -0.962 0.430 -0.984

---

Record 3
91
Properties=species:S:1:pos:R:3 method="wB97M-V/def2-TZVPD" homo_lumo_gap_ev="3.7 / 5.7" charge=+3 spin_multiplicity=5 s2=6.31 relative_energy_kcal_mol=39.3 energy_ev=-196319.10233
Mn 0.126 0.637 -0.043
F 5.114 -5.775 0.007
C 4.485 -4.629 0.060
C 5.144 -3.489 0.482
F 6.413 -3.542 0.823
C 4.469 -2.283 0.542
F 5.181 -1.222 0.923
C 3.120 -2.172 0.198
P 2.362 -0.499 0.242
C 2.939 0.178 1.804
C 3.063 -0.711 2.884
C 3.439 -0.240 4.128
C 3.688 1.116 4.317
C 3.542 2.005 3.259
C 3.152 1.546 2.012
C 3.011 0.145 -1.318
C 2.094 0.175 -2.375
C 2.487 0.572 -3.643
C 3.812 0.925 -3.862
C 4.736 0.861 -2.824
C 4.345 0.472 -1.551
C 2.490 -3.330 -0.266
Br 0.737 -3.289 -0.920
C 3.156 -4.538 -0.331
F 2.546 -5.621 -0.775
H 2.895 -1.772 2.748
H 3.553 -0.934 4.951
H 4.001 1.477 5.288
H 3.741 3.059 3.401
H 3.057 2.255 1.201
H 1.075 -0.186 -2.245
H 1.775 0.590 -4.457
H 4.129 1.234 -4.850
H 5.772 1.113 -3.010
H 5.074 0.439 -0.751
S 3.989 6.716 -0.538
C 5.659 6.429 -0.632
C 5.951 5.100 -0.671
C 4.785 4.302 -0.628
C 3.625 5.032 -0.559
C 2.247 4.554 -0.465
C 1.966 3.176 -0.514
N 0.757 2.642 -0.330
C -0.294 3.507 -0.168
C -0.127 4.892 -0.174
C -1.280 5.742 -0.040
C -2.518 5.223 0.066
C -2.715 3.800 0.048
C -3.977 3.197 0.119
C -4.112 1.818 0.083
C -2.927 1.074 -0.013
N -1.719 1.622 -0.070
C -1.601 2.969 -0.048
C -5.399 1.133 0.128
C -5.648 -0.181 0.433
C -7.020 -0.517 0.394
C -7.793 0.552 0.054
S -6.872 1.952 -0.213
C 1.166 5.402 -0.305
H 6.348 7.260 -0.645
H 6.958 4.713 -0.731
H 4.814 3.223 -0.649
H 2.771 2.495 -0.728
H -1.129 6.815 -0.034
H -3.385 5.866 0.156
H -4.856 3.826 0.209
H -2.974 -0.003 -0.068
H -4.872 -0.879 0.725
H -7.427 -1.494 0.610
H -8.867 0.580 -0.054
H 1.310 6.477 -0.286
C -0.447 -1.075 3.031
N -1.124 -2.075 2.209
C -1.144 -3.417 2.814
C -1.463 -1.824 0.944
O -0.861 -0.864 0.301
N -2.424 -2.494 0.306
C -3.498 -3.251 0.969
C -2.578 -2.457 -1.154
H -0.882 -1.092 4.030
H -0.588 -0.074 2.635
H 0.619 -1.287 3.113
H -0.188 -3.569 3.313
H -1.250 -4.183 2.053
H -1.933 -3.516 3.558
H -3.509 -3.080 2.036
H -3.408 -4.318 0.765
H -4.448 -2.912 0.558
H -1.877 -1.768 -1.607
H -3.593 -2.147 -1.400
H -2.421 -3.455 -1.566

---

Record 4
10
Properties=species:S:1:pos:R:3 method="wB97M-V/def2-TZVPD" smiles="C=[Si](Cl)Cl.C#C" homo_lumo_gap_ev=8.8 relative_energy_kcal_mol=54.1 energy_ev=-36096.77430
C -1.219 -0.612 0.178
Si -2.717 0.214 -0.037
Cl -4.595 -0.307 0.676
Cl -2.775 1.825 -1.198
H -0.262 -0.035 -0.174
H -1.032 -1.543 0.793
C 2.401 1.889 0.440
C 1.845 0.980 0.975
H 3.033 2.630 0.098
H 1.119 0.333 1.380

---

Record 5
65
Properties=species:S:1:pos:R:3 method="wB97M-V/def2-TZVPD" smiles="O=C1CC[C@@H](N2C(=O)c3ccccc3C2=O)C(=O)N1.CNC(=O)[C@H](Cc1c[nH]c2ccccc12)NC(C)=O" homo_lumo_gap_ev=7.6 relative_energy_kcal_mol=0.0 energy_ev=-48176.01491
O 2.444 -0.213 0.030
C 1.669 0.480 0.664
C 2.123 1.815 1.263
C 0.930 2.704 1.672
C -0.062 1.846 2.471
N -1.152 2.604 3.112
C -1.934 3.630 2.615
O -1.761 4.217 1.556
C -2.992 3.948 3.571
C -3.998 4.921 3.608
C -4.877 4.957 4.702
C -4.750 4.026 5.746
C -3.738 3.058 5.703
C -2.868 3.038 4.610
C -1.739 2.193 4.289
O -1.336 1.269 4.980
C -0.516 0.685 1.566
O -1.683 0.328 1.462
N 0.424 -0.038 0.888
H 2.744 1.604 2.138
H 2.741 2.341 0.530
H 1.274 3.551 2.273
H 0.445 3.103 0.773
H 0.515 1.380 3.279
H -4.090 5.636 2.795
H -5.662 5.708 4.739
H -5.435 4.055 6.589
H -3.622 2.332 6.504
H 0.087 -0.709 0.207
C 2.771 -5.532 -5.255
N 2.057 -4.662 -4.320
C 2.555 -4.245 -3.148
O 3.670 -4.578 -2.773
C 1.637 -3.349 -2.294
C 1.487 -1.959 -2.927
C 0.364 -1.110 -2.407
C -0.756 -1.545 -1.779
N -1.558 -0.468 -1.462
C -0.993 0.721 -1.865
C -1.379 2.059 -1.713
C -0.542 3.071 -2.210
C 0.668 2.733 -2.842
C 1.053 1.384 -2.975
C 0.234 0.343 -2.486
N 2.041 -3.183 -0.886
C 1.980 -4.097 0.081
C 1.494 -5.499 -0.237
O 2.268 -3.811 1.233
H 2.710 -6.568 -4.916
H 3.824 -5.245 -5.303
H 2.337 -5.453 -6.253
H 1.138 -4.343 -4.583
H 0.660 -3.827 -2.315
H 2.424 -1.415 -2.796
H 1.324 -2.072 -3.999
H -0.986 -2.576 -1.543
H -2.395 -0.535 -0.894
H -2.299 2.309 -1.205
H -0.823 4.110 -2.097
H 1.314 3.515 -3.218
H 1.996 1.135 -3.439
H 2.395 -2.275 -0.604
H 2.200 -5.977 -0.913
H 0.504 -5.459 -0.682
H 1.447 -6.069 0.690